C45H53Cl2F6NO10PS4SbSr as an isolated structure at a distorted geometry, computed with ωB97M-V/def2-TZVPD.

Geometry as XYZ:
```
124
Properties=species:S:1:pos:R:3:mulliken_charge:R:1
Sr 0.24 -0.57 -0.66 3.264
Cl 1.30 0.04 2.17 0.416
C 1.80 1.58 2.82 0.121
C 2.01 1.67 4.18 -0.896
C 2.43 2.88 4.72 -0.656
C 2.63 3.97 3.89 -0.877
C 2.42 3.86 2.53 -0.244
C 1.99 2.66 1.96 -0.865
P 1.75 2.41 0.15 1.080
C 3.46 1.98 -0.36 0.984
C 4.56 2.04 0.49 -0.913
C 5.82 1.68 0.02 -0.717
C 6.00 1.28 -1.29 -0.920
C 4.90 1.23 -2.15 -0.577
C 3.65 1.57 -1.68 -0.142
C 1.66 4.17 -0.37 -0.249
C 0.54 4.90 0.01 -0.296
C 0.39 6.22 -0.34 -0.750
C 1.37 6.85 -1.10 -0.691
C 2.49 6.14 -1.49 -0.630
C 2.64 4.80 -1.13 -0.393
H 1.85 0.80 4.81 0.539
H 2.61 2.95 5.79 0.387
H 2.96 4.92 4.31 0.416
H 2.59 4.72 1.89 0.472
H 4.44 2.35 1.52 0.360
H 6.67 1.72 0.70 0.420
H 6.98 1.01 -1.65 0.365
H 5.02 0.89 -3.17 0.529
H 2.79 1.47 -2.34 0.160
H -0.22 4.41 0.62 0.451
H -0.49 6.78 -0.03 0.462
H 1.26 7.89 -1.39 0.381
H 3.27 6.63 -2.07 0.441
H 3.53 4.26 -1.42 0.589
O -1.49 0.77 0.61 -0.227
S -2.65 1.37 1.33 0.234
C -3.12 2.84 0.37 -1.043
C -3.18 2.59 -1.14 0.210
C -2.06 3.32 -1.90 0.244
C -2.02 2.96 -3.38 -1.243
S -1.20 1.30 -3.61 0.004
O -0.64 1.02 -2.25 -0.076
C 0.16 1.96 -4.56 0.511
C 1.08 2.79 -3.93 -0.076
C 2.11 3.33 -4.67 -0.436
C 2.22 3.04 -6.03 -0.688
C 1.29 2.22 -6.64 -0.742
C 0.25 1.67 -5.90 -0.713
C -4.12 0.44 0.93 1.023
C -5.23 0.63 1.74 -0.682
C -6.40 -0.05 1.45 -0.832
C -6.46 -0.89 0.35 -0.558
C -5.34 -1.07 -0.46 -1.177
C -4.16 -0.41 -0.16 0.446
H -2.36 3.60 0.62 0.558
H -4.07 3.16 0.79 0.519
H -4.15 2.88 -1.54 0.517
H -3.03 1.53 -1.33 -0.589
H -1.11 3.01 -1.45 -0.670
H -2.17 4.40 -1.80 0.706
H -1.46 3.69 -3.96 0.454
H -3.03 2.87 -3.80 0.642
H 0.97 3.01 -2.87 0.200
H 2.83 3.98 -4.19 0.474
H 3.03 3.47 -6.61 0.425
H 1.38 2.00 -7.70 0.417
H -0.48 1.02 -6.38 0.461
H -5.17 1.28 2.61 0.472
H -7.27 0.07 2.09 0.419
H -7.38 -1.42 0.12 0.450
H -5.38 -1.73 -1.31 0.457
H -3.26 -0.60 -0.74 -0.345
O -0.39 -3.88 -1.72 -0.544
Cl -0.81 -2.64 -2.27 1.565
O 0.34 -1.70 -2.62 -0.261
O -1.66 -2.81 -3.40 -0.749
O -1.58 -1.86 -1.23 -0.523
F 4.82 -2.11 -0.15 -0.158
C 3.75 -2.60 0.47 0.469
F 3.61 -1.96 1.63 -0.189
F 3.94 -3.89 0.72 -0.189
S 2.29 -2.31 -0.63 0.780
O 2.52 -0.89 -1.02 -0.357
O 1.13 -2.37 0.34 0.152
N 2.56 -3.46 -1.58 -0.334
S 2.69 -3.42 -3.22 0.986
O 1.62 -4.08 -3.90 -0.613
O 3.19 -2.17 -3.71 -0.566
C 4.11 -4.57 -3.32 0.537
F 4.52 -4.63 -4.58 -0.210
F 5.12 -4.13 -2.57 -0.215
F 3.78 -5.79 -2.91 -0.213
C -1.67 -5.90 2.51 -1.582
C -0.99 -4.90 1.58 0.658
C 0.53 -5.11 1.59 -0.924
Sb -1.51 -2.79 1.90 -1.262
C -3.65 -3.05 2.30 1.605
C -4.13 -3.63 3.63 -1.500
C -4.24 -3.80 1.10 -1.538
C -0.74 -2.45 3.91 0.620
C -0.86 -3.54 4.97 -1.678
C -1.39 -1.14 4.38 -1.093
H -1.38 -6.91 2.23 0.552
H -2.76 -5.85 2.45 0.270
H -1.38 -5.75 3.55 0.128
H -1.36 -5.08 0.56 0.444
H 1.03 -4.52 2.36 0.201
H 0.97 -4.86 0.62 -0.086
H 0.76 -6.16 1.78 0.456
H -4.00 -2.01 2.25 -0.510
H -3.74 -4.63 3.81 0.211
H -5.23 -3.70 3.62 0.460
H -3.86 -3.00 4.47 0.321
H -4.04 -4.87 1.17 0.369
H -3.83 -3.44 0.16 0.214
H -5.33 -3.67 1.07 0.429
H 0.33 -2.27 3.75 0.403
H -1.90 -3.86 5.12 0.221
H -0.49 -3.18 5.93 0.470
H -0.27 -4.42 4.70 0.362
H -2.46 -1.28 4.54 0.105
H -1.26 -0.34 3.65 0.057
H -0.95 -0.81 5.33 0.482
```

Values from the calculation:
- relative energy (zero: lowest compared OMol25 entry of this formula, charge and spin) (eV) = 2.605
- HOMO (hartree) = -0.274
- lowest unoccupied orbital energy (eV) = 0.11


A 3-piece molecular cluster, C16H24F3N3O11 overall at a distorted geometry, computed with ωB97M-V/def2-TZVPD.

Geometry as XYZ:
```
57
Properties=species:S:1:pos:R:3:mulliken_charge:R:1
C 3.11 -1.86 1.09 -0.722
C 2.34 -1.84 -0.37 -0.350
C 3.14 -0.80 -1.39 -0.048
C 2.17 -0.43 -2.67 -0.668
C 0.86 0.49 -2.28 0.003
C 1.18 2.12 -2.28 0.366
O 2.30 2.47 -2.97 -0.533
O 0.35 3.16 -1.67 -0.326
C 0.69 3.45 -0.27 0.790
C 2.23 3.13 0.18 -0.545
O 3.23 3.99 -0.51 -0.279
C 4.60 3.66 -0.09 0.825
F 5.01 2.25 -0.34 -0.220
F 5.50 4.50 -0.96 -0.248
F 4.93 4.08 1.31 -0.249
C -0.32 2.57 0.67 -0.685
C -1.94 2.86 0.38 0.528
O -2.39 3.89 -0.35 -0.497
O -2.86 1.83 0.96 -0.324
C -3.35 0.92 -0.10 0.554
C -4.78 0.08 0.10 -0.863
O -2.75 0.72 -1.29 -0.509
O 0.51 4.93 -0.13 -0.317
C 0.25 5.30 1.27 0.543
N -0.10 5.62 2.48 -0.501
H 4.26 -2.03 0.95 0.240
H 2.68 -2.76 1.71 0.169
H 2.89 -0.86 1.69 0.176
H 1.20 -1.56 -0.23 0.131
H 2.46 -2.92 -0.86 0.261
H 4.18 -1.25 -1.75 0.370
H 3.38 0.17 -0.77 -0.170
H 2.80 -0.02 -3.57 0.297
H 1.72 -1.47 -3.05 0.330
H 0.08 0.34 -3.17 0.348
H 0.32 0.11 -1.32 -0.003
H 2.30 3.42 1.33 0.573
H 2.51 1.97 0.16 0.017
H -0.16 1.43 0.35 0.124
H -0.06 2.59 1.83 0.481
H -5.44 0.58 0.96 0.294
H -5.38 0.06 -0.93 0.405
H -4.58 -1.04 0.46 0.299
C 2.64 -6.81 2.58 -0.717
N 2.91 -5.41 2.15 0.808
O 4.06 -4.98 2.33 -0.484
O 1.97 -4.79 1.64 -0.490
H 3.55 -7.23 3.01 0.312
H 1.85 -6.78 3.33 0.279
H 2.33 -7.37 1.70 0.285
C -8.99 -1.52 -0.17 -0.726
N -7.51 -1.47 -0.20 0.825
O -6.99 -0.71 -1.03 -0.554
O -6.91 -2.19 0.60 -0.481
H -9.39 -0.84 -0.93 0.317
H -9.29 -2.55 -0.39 0.281
H -9.31 -1.22 0.83 0.277
```

Values from the calculation:
- HOMO (hartree) = -0.385
- lowest unoccupied orbital energy (eV) = -0.65


A 2-piece molecular cluster, C5H10NS overall at a distorted geometry, computed with ωB97M-V/def2-TZVPD.

Geometry as XYZ:
```
17
Properties=species:S:1:pos:R:3:mulliken_charge:R:1
C -1.58 0.60 -2.10 -0.954
C -0.85 1.38 -1.00 -0.461
S -1.46 1.05 0.66 -0.670
H -2.63 0.92 -2.09 0.244
H -1.57 -0.45 -1.82 0.179
H -1.21 0.86 -3.10 0.325
H -0.91 2.46 -1.18 0.316
H 0.22 1.12 -1.09 0.188
C 2.23 -1.02 0.75 -0.020
C 1.98 0.19 1.25 -0.482
C 0.24 -1.98 0.27 -0.391
N 1.43 -1.76 -0.14 -0.478
H 3.15 -1.55 0.99 0.310
H 0.95 0.58 1.24 -0.006
H 2.72 0.76 1.80 0.260
H -0.42 -2.56 -0.38 0.328
H -0.16 -1.58 1.20 0.310
```

Values from the calculation:
- relative energy (zero: lowest compared OMol25 entry of this formula, charge and spin) (eV) = 0.000
- HOMO (hartree) = -0.093
- lowest unoccupied orbital energy (eV) = 3.91
- total charge = -1


C8H13BEuN2 as an isolated structure at a distorted geometry, computed with ωB97M-V/def2-TZVPD.

Geometry as XYZ:
```
25
Properties=species:S:1:pos:R:3:mulliken_charge:R:1
C 0.02 -1.99 1.37 -0.468
C 0.04 -2.41 0.00 -0.316
C -1.32 -2.55 -0.44 -0.625
C -2.16 -2.24 0.67 -0.590
C -1.34 -1.91 1.79 -0.495
Eu -0.97 0.22 -0.07 1.167
N 1.64 1.05 -0.04 -0.559
C 3.08 1.11 -0.29 -0.466
C 2.61 0.23 -1.38 -0.682
H -1.64 -2.89 -1.43 0.373
H 0.93 -2.63 -0.59 0.347
H -3.25 -2.34 0.69 0.377
H -1.68 -1.69 2.81 0.366
H 0.91 -1.84 1.99 0.377
H 2.87 -0.83 -1.33 0.255
H 3.62 0.47 0.43 0.271
H 1.63 0.80 0.99 0.071
H 2.31 0.62 -2.35 0.286
H 3.57 2.06 -0.50 0.242
B -2.76 4.84 -0.50 -0.145
C -2.47 3.33 -0.61 0.312
N -2.22 2.19 -0.65 -0.746
H -2.58 5.35 -1.60 -0.122
H -1.96 5.28 0.32 -0.109
H -3.92 4.97 -0.12 -0.122
```

Values from the calculation:
- relative energy (zero: lowest compared OMol25 entry of this formula, charge and spin) (eV) = 0.000
- HOMO (spin up / spin down) (hartree) = -0.039 / -0.114
- lowest unoccupied orbital energy (spin up / spin down) (eV) = 2.86 / 2.66
- total charge = -1
- multiplicity = 7
- expectation value of S² = 12.018